DFT (ωB97M-V/def2-TZVPD) results for C5H8O in the gas phase at a distorted geometry.

Values from the calculation:
Strongest force on any atom in hartree/bohr: 0.047
HOMO energy (spin up / spin down) in eV: -7.132 / -8.021

Geometry as ORCA input:
```
! RIJCOSX wB97M-V def2-TZVPD def2/J DEFGRID3
* xyz 0 1
C 0.511 0.631 -1.553
C 0.608 -0.463 -0.624
C 0.676 0.035 1.515
C -0.297 -0.580 0.647
C -1.591 0.189 0.513
O -2.686 -0.299 0.653
H -0.458 1.060 -1.779
H 1.385 1.047 -2.048
H 0.112 -0.838 -1.637
H 1.558 -0.974 -0.515
H 0.920 1.086 1.389
H 1.230 -0.547 2.245
H -0.514 -1.624 0.874
H -1.454 1.278 0.320
*
```


DFT (ωB97M-V/def2-TZVPD) results for a molecular structure, C30H38Cl5MnN9O4S2.

Values from the calculation:
Strongest force on any atom in hartree/bohr: 0.009
HOMO energy (spin up / spin down) in eV: -13.844 / -13.919

Geometry as ORCA input:
```
! RIJCOSX wB97M-V def2-TZVPD def2/J DEFGRID3
* xyz 2 4
Mn 1.079 0.367 -0.960
Cl 6.452 0.591 3.482
C 4.932 0.565 2.708
C 4.854 0.293 1.344
Cl 6.246 -0.018 0.406
C 3.600 0.276 0.750
Cl 3.424 -0.066 -0.961
C 2.421 0.514 1.439
O 1.222 0.473 0.837
C 2.515 0.790 2.803
Cl 1.062 1.104 3.666
C 3.757 0.814 3.433
Cl 3.848 1.151 5.102
C 2.796 2.887 -1.302
N 2.883 4.297 -1.531
C 2.275 4.617 -2.824
N 0.863 4.227 -2.836
C 0.745 2.813 -2.614
N 1.346 2.395 -1.278
C 0.654 3.222 -0.200
N 0.758 4.631 -0.455
C 2.172 5.017 -0.473
C 0.170 4.943 -1.761
H 3.241 2.638 -0.338
H 3.315 2.358 -2.100
H 2.806 4.089 -3.618
H 2.353 5.687 -3.005
H 1.277 2.270 -3.401
H -0.305 2.525 -2.612
H 1.121 2.972 0.752
H -0.390 2.922 -0.176
H 2.623 4.786 0.493
H 2.253 6.088 -0.650
H 0.245 6.014 -1.941
H -0.884 4.664 -1.763
O 3.698 -9.788 -0.847
S 3.263 -8.686 -0.064
O 4.159 -7.621 0.242
O 2.121 -8.878 0.836
C 1.816 -7.782 -1.224
N 1.190 -8.560 -2.043
C 0.367 -7.922 -2.877
C 0.211 -6.539 -2.820
C 0.933 -5.854 -1.856
N 1.748 -6.508 -1.018
C 0.886 -4.382 -1.648
C 0.345 -3.499 -2.577
C 0.375 -2.146 -2.314
N 0.927 -1.641 -1.201
C 1.447 -2.490 -0.300
C 1.439 -3.852 -0.483
H -0.177 -8.530 -3.589
H -0.475 -6.045 -3.493
H -0.085 -3.840 -3.508
H -0.059 -1.442 -3.015
H 1.887 -2.051 0.586
H 1.880 -4.507 0.255
C -5.223 3.255 1.884
C -4.976 4.199 0.710
C -3.558 4.174 0.139
C -3.116 2.835 -0.444
N -2.687 1.916 0.621
C -1.891 0.862 0.515
S -1.229 0.476 -1.058
N -1.689 0.104 1.576
C -1.196 -1.277 1.615
C -1.941 -2.076 2.677
C -3.388 -2.439 2.342
C -4.363 -1.267 2.255
H -6.204 3.429 2.321
H -4.490 3.409 2.684
H -5.210 2.203 1.582
H -5.189 5.221 1.025
H -5.686 3.976 -0.090
H -2.833 4.484 0.900
H -3.492 4.913 -0.661
H -2.281 2.966 -1.128
H -3.927 2.369 -1.010
H -3.180 2.031 1.499
H -2.107 0.425 2.440
H -0.130 -1.259 1.832
H -1.348 -1.714 0.626
H -1.894 -1.535 3.630
H -1.372 -2.994 2.837
H -3.739 -3.129 3.110
H -3.406 -3.002 1.404
H -4.293 -0.625 3.138
H -5.390 -1.626 2.207
H -4.201 -0.655 1.364
*
```


DFT (ωB97M-V/def2-TZVPD) results for a molecular structure, C37H68BCdGeN6O2S3Si3.

Values from the calculation:
Strongest force on any atom in hartree/bohr: 0.011
HOMO energy (spin up / spin down) in eV: -12.706 / -12.918

Geometry as ORCA input:
```
! RIJCOSX wB97M-V def2-TZVPD def2/J DEFGRID3
* xyz 2 2
Cd 0.891 -1.688 -1.900
C -2.979 -0.517 -3.544
C -2.600 0.211 -2.298
C -2.854 1.547 -2.131
C -2.458 2.206 -0.951
N -1.857 1.543 0.008
N -1.574 0.256 -0.166
B -0.749 -0.291 1.057
N 0.096 0.885 1.598
N -0.168 1.202 2.882
C 0.462 2.206 3.414
C 1.417 2.944 2.662
C 1.689 2.621 1.373
C 2.680 3.371 0.548
C 0.975 1.512 0.801
S 1.211 1.069 -0.823
C 0.148 2.557 4.855
C -0.973 1.675 5.401
C 1.417 2.349 5.692
C -0.287 4.027 4.922
N -1.762 -0.788 2.139
N -2.970 -0.234 2.184
C -3.803 -0.649 3.112
C -3.416 -1.634 4.047
C -2.186 -2.225 3.985
C -1.743 -3.274 4.954
C -1.360 -1.763 2.941
S 0.212 -2.437 2.593
C -5.202 -0.067 3.144
C -5.379 1.001 2.073
C -6.196 -1.213 2.900
C -5.449 0.555 4.525
C -1.915 -0.442 -1.246
S -1.439 -2.114 -1.343
C -2.627 3.700 -0.706
C -1.256 4.289 -0.351
C -3.592 3.909 0.464
C -3.174 4.405 -1.947
H -3.410 0.169 -4.269
H -3.704 -1.304 -3.329
H -2.110 -1.005 -3.987
H -3.328 2.103 -2.926
H 1.936 3.770 3.128
H 3.136 4.168 1.130
H 2.197 3.797 -0.332
H 3.459 2.701 0.181
H -0.690 0.622 5.398
H -1.888 1.783 4.817
H -1.186 1.967 6.430
H 1.746 1.310 5.652
H 1.218 2.602 6.733
H 2.238 2.981 5.352
H -1.167 4.206 4.302
H 0.501 4.707 4.602
H -0.541 4.286 5.950
H -4.116 -1.935 4.816
H -2.519 -4.027 5.079
H -1.555 -2.822 5.929
H -0.831 -3.776 4.638
H -5.202 0.605 1.072
H -4.697 1.833 2.229
H -6.399 1.380 2.116
H -6.023 -1.684 1.931
H -7.212 -0.822 2.908
H -6.136 -1.982 3.671
H -4.736 1.355 4.731
H -5.386 -0.176 5.331
H -6.451 0.981 4.554
H -0.848 3.821 0.545
H -1.359 5.358 -0.166
H -0.543 4.150 -1.166
H -3.228 3.403 1.358
H -4.589 3.533 0.230
H -3.676 4.974 0.680
H -2.512 4.292 -2.808
H -3.263 5.471 -1.743
H -4.168 4.047 -2.219
O 0.739 -4.225 -0.880
H 1.342 -4.934 -0.628
H -0.118 -4.652 -1.006
O 1.377 -1.694 0.409
C 0.371 -1.511 1.059
C 4.135 -3.942 -0.403
Si 4.903 -2.602 -1.469
C 5.236 -1.085 -0.427
C 6.417 -3.202 -2.380
Ge 3.236 -1.986 -3.074
Si 2.365 -3.669 -4.581
C 3.813 -3.883 -5.751
C 1.937 -5.280 -3.730
C 0.875 -2.959 -5.469
Si 3.190 0.257 -4.021
C 1.409 0.805 -4.292
C 3.997 -0.042 -5.687
C 4.182 1.450 -2.992
H 4.786 -4.127 0.455
H 4.013 -4.883 -0.939
H 3.168 -3.616 -0.016
H 5.882 -1.352 0.413
H 4.311 -0.672 -0.020
H 5.736 -0.302 -0.994
H 7.196 -3.469 -1.663
H 6.825 -2.435 -3.037
H 6.205 -4.086 -2.981
H 4.648 -4.392 -5.270
H 4.176 -2.937 -6.152
H 3.487 -4.497 -6.594
H 2.576 -5.485 -2.873
H 2.062 -6.099 -4.441
H 0.902 -5.282 -3.393
H 1.118 -2.038 -6.001
H 0.049 -2.749 -4.783
H 0.505 -3.674 -6.207
H 0.819 0.030 -4.784
H 1.392 1.684 -4.942
H 0.911 1.096 -3.366
H 3.382 -0.672 -6.331
H 4.983 -0.497 -5.602
H 4.121 0.922 -6.188
H 3.826 1.495 -1.968
H 4.085 2.450 -3.424
H 5.242 1.193 -2.989
*
```


DFT (ωB97M-V/def2-TZVPD) results for a gas-phase ion, C5H10IN2 (charge +1) at a distorted geometry.

Values from the calculation:
Strongest force on any atom in hartree/bohr: 0.071
HOMO energy in eV: -13.703
SMILES: CN[C@@H](C)C=[N+]=CI

Geometry as ORCA input:
```
! RIJCOSX wB97M-V def2-TZVPD def2/J DEFGRID3
* xyz 1 1
C 1.200 -1.253 -1.079
N 0.624 -0.590 0.020
C -0.735 -0.213 -0.154
C -1.723 -0.480 1.041
C -0.909 1.307 -0.412
N 0.130 1.987 -0.269
C 1.334 1.769 0.144
I 2.013 1.831 2.158
H 0.383 -1.551 -1.723
H 1.815 -0.599 -1.567
H 1.824 -2.185 -0.830
H 0.565 -1.032 0.920
H -1.185 -0.723 -1.119
H -2.291 -1.367 0.846
H -2.328 0.392 1.235
H -1.234 -0.691 2.006
H -1.806 1.723 -0.819
H 2.325 1.675 -0.396
*
```